1.
This record from the Open Molecules 2025 dataset describes a cluster of 13 separate species, H28NO12 in total in a non-equilibrium geometry. The level of theory is ωB97M-V/def2-TZVPD.

Geometry as XYZ:
```
41
Properties=species:S:1:pos:R:3:forces:R:3
N 0.034 -0.616 -0.260 0.96 0.81 -3.18
H -0.353 -1.368 0.380 -0.01 1.56 -1.68
H -0.451 0.351 -0.519 -0.67 -2.85 -0.01
H 0.639 -0.946 -1.168 -2.33 0.68 2.59
H 0.702 -0.107 0.237 2.35 0.39 1.79
O 0.668 -1.363 -3.779 -3.08 -1.40 -0.79
H 1.566 -1.260 -3.586 2.17 -0.33 -0.05
H 0.461 -2.214 -4.271 1.01 1.73 0.96
O 2.150 1.450 1.886 -5.41 2.28 -1.21
H 2.988 1.204 1.740 4.61 -1.76 0.40
H 1.688 1.251 2.688 0.82 -0.82 0.82
O -0.656 3.094 1.941 -4.09 -0.89 -2.74
H -1.185 2.184 1.721 1.15 3.03 0.55
H 0.082 2.781 2.348 3.53 -0.98 2.04
O -2.231 0.901 -1.125 1.19 3.31 -0.08
H -2.717 0.152 -1.127 -1.63 -4.97 0.47
H -2.915 1.368 -1.610 0.46 1.64 -0.45
O -1.783 0.935 2.105 -1.15 -3.47 0.95
H -1.347 0.860 2.992 -0.80 -0.14 -0.98
H -2.262 0.025 1.910 1.86 2.64 0.53
O 1.029 -1.284 3.596 0.07 -0.82 -0.57
H 1.173 -1.905 2.838 0.16 0.98 0.94
H 1.477 -1.703 4.348 -0.21 0.20 -0.27
O 1.959 -2.430 1.126 -0.76 0.18 0.27
H 1.744 -3.353 1.252 0.13 -0.47 -0.10
H 2.696 -2.407 0.525 0.57 0.02 -0.32
O -1.526 -2.944 -1.612 0.71 5.74 -7.06
H -1.226 -3.597 -2.247 0.22 0.65 -1.70
H -1.542 -3.534 -1.020 -0.93 -6.43 8.78
O 2.510 0.529 -1.478 -1.74 -6.68 -5.57
H 2.663 1.124 -0.886 1.57 6.07 5.27
H 2.923 0.709 -2.325 0.11 0.46 0.28
O 0.421 2.623 -0.606 1.33 0.25 -1.81
H 1.150 3.280 -0.718 -0.99 -0.79 0.21
H 0.208 2.637 0.316 -0.51 0.68 1.42
O -1.150 2.629 -3.326 -0.33 -3.37 3.76
H -0.870 2.346 -2.344 -1.26 0.01 -2.88
H -0.646 3.381 -3.235 1.64 3.42 -0.80
O -2.319 -1.479 0.892 -0.32 -0.21 0.53
H -3.212 -1.163 0.854 -1.10 0.92 -1.11
H -2.538 -2.135 1.544 0.69 -1.27 0.80
```
Positions in Å, forces in eV/Å.

Output
**Gap between HOMO and LUMO**: 9.78 eV
**Max |F|**: 10.93 eV Å⁻¹
**Charge**: +1
**Energy above the lowest of the compared OMol25 structures with the same formula, charge and spin**: 4.188 eV
**HOMO energy**: -12.99 eV

2.
This record from the Open Molecules 2025 dataset describes a structure of composition H28NeO14 in a non-equilibrium geometry. The level of theory is ωB97M-V/def2-TZVPD.

Geometry as XYZ:
```
43
Properties=species:S:1:pos:R:3:forces:R:3
Ne -0.056 -0.356 -0.001 0.03 -0.01 0.18
O -2.504 -2.809 0.018 0.04 0.07 0.14
H -3.190 -3.257 -0.476 -0.25 -0.16 0.00
H -1.956 -2.397 -0.650 0.29 0.12 -0.12
O 0.260 3.531 0.350 -0.43 0.25 -0.19
H 0.785 2.950 0.900 0.54 -0.62 0.73
H 0.809 4.305 0.225 0.07 0.29 -0.11
O 0.439 2.475 -2.212 0.22 0.25 -0.70
H 0.477 2.714 -1.286 0.03 0.24 0.44
H -0.289 1.857 -2.272 0.03 -0.31 -0.12
O 0.980 -3.624 0.836 -0.28 -0.03 -0.08
H 1.211 -3.708 -0.089 0.04 -0.03 -0.45
H 1.644 -4.135 1.297 0.19 -0.17 0.24
O 1.456 0.014 -4.455 0.12 -0.38 -0.36
H 0.789 0.203 -3.795 -0.24 0.34 0.29
H 2.041 0.770 -4.428 0.11 0.31 0.06
O -2.388 -0.971 2.281 0.16 0.10 0.57
H -2.680 -0.168 1.850 -0.03 0.54 -0.14
H -2.390 -1.630 1.587 -0.05 -0.55 -0.35
O 2.329 -2.006 -2.689 -0.08 -0.87 0.36
H 2.265 -1.421 -3.444 -0.14 0.40 -0.47
H 2.446 -1.420 -1.941 0.10 0.48 0.35
O -1.800 1.956 1.705 -0.52 -0.36 0.03
H -1.420 2.520 2.379 0.15 0.12 0.06
H -1.554 2.372 0.879 0.21 0.27 -0.21
O -0.136 0.197 3.433 0.60 0.17 0.57
H -0.874 -0.303 3.084 -1.00 -0.50 -0.66
H -0.477 0.603 4.230 0.06 0.00 0.28
O 1.668 1.907 2.430 0.52 0.88 -0.65
H 1.074 1.191 2.655 -0.53 -0.51 0.17
H 1.640 2.489 3.190 0.12 0.13 0.19
O 1.824 -1.290 1.914 0.58 0.45 0.15
H 1.113 -0.889 2.414 -0.05 0.19 0.39
H 1.400 -1.986 1.410 -0.21 -0.58 -0.26
O 3.446 -0.407 -0.287 0.16 0.12 -0.80
H 2.976 -0.461 0.545 -0.47 -0.06 0.71
H 3.820 -1.280 -0.408 0.30 -0.19 0.08
O -0.976 0.158 -2.376 0.04 -0.27 -0.42
H -1.845 0.200 -1.977 -0.71 0.13 0.30
H -0.882 -0.753 -2.654 0.21 -0.27 -0.15
O -3.587 0.740 -1.164 0.34 -0.25 0.07
H -4.384 0.452 -1.609 -0.26 -0.13 -0.10
H -3.503 1.664 -1.397 -0.01 0.40 0.00
```
Positions in Å, forces in eV/Å.

Output
**Gap between HOMO and LUMO**: 10.21 eV
**Max |F|**: 1.30 eV Å⁻¹
**Energy above the lowest of the compared OMol25 structures with the same formula, charge and spin**: 0.582 eV
**HOMO energy**: -10.38 eV

3.
This record from the Open Molecules 2025 dataset describes a cluster of 14 separate species, H28O14 in total in a non-equilibrium geometry. The level of theory is ωB97M-V/def2-TZVPD.

Geometry as XYZ:
```
42
Properties=species:S:1:pos:R:3:forces:R:3
H -0.727 -0.889 0.155 0.15 -0.03 -0.15
H 0.683 -0.458 -0.212 0.01 0.12 0.11
H -0.496 -2.849 -5.176 0.05 0.09 0.01
H 0.198 -2.596 -3.848 0.03 0.15 -0.04
H 0.743 -2.903 1.319 0.21 0.02 -0.01
H 0.065 -4.003 0.519 0.13 -0.01 -0.06
H 3.316 2.912 -0.100 -0.23 -0.32 -0.09
H 2.823 1.894 -1.114 0.04 0.90 0.40
H -4.216 -3.160 1.799 -0.14 0.02 0.04
H -4.953 -2.248 2.766 -0.07 -0.02 -0.04
H -0.624 5.166 -2.155 -0.01 -0.09 -0.24
H -0.700 3.874 -1.359 -0.11 -0.06 -0.19
H -2.879 -3.378 -1.113 -0.02 0.05 -0.11
H -3.979 -3.164 -2.140 0.02 0.10 0.00
H -2.788 0.405 0.893 0.10 0.19 -0.04
H -3.771 1.563 0.824 0.00 -0.14 -0.01
H 2.739 0.256 -0.839 0.13 -0.44 0.07
H 3.022 -0.608 0.379 0.13 -0.24 -0.01
H 1.141 3.457 1.034 -0.04 -0.02 -0.07
H 1.082 2.043 1.589 0.04 -0.15 -0.20
H 3.578 -1.146 2.480 -0.01 0.01 0.11
H 4.248 -2.509 2.540 -0.08 -0.04 -0.09
H -2.302 3.324 0.745 0.20 -0.28 0.16
H -2.554 4.251 -0.433 0.32 0.00 -0.30
H 3.406 -0.590 -3.716 -0.05 0.01 -0.10
H 2.726 0.634 -3.124 0.01 0.16 -0.30
H -0.280 0.504 5.014 0.02 -0.07 0.05
H 0.354 -0.525 4.092 0.00 0.00 0.07
O -0.122 -0.141 0.212 -0.29 -0.13 0.21
O 0.166 -2.286 -4.760 -0.09 -0.24 0.01
O 0.683 -3.269 0.430 -0.30 0.01 0.06
O 3.290 2.734 -1.047 0.42 0.20 -0.78
O -5.089 -2.998 2.175 0.20 0.03 0.00
O -1.133 4.351 -2.076 0.72 0.81 -1.21
O -3.195 -2.745 -1.767 0.02 -0.16 0.14
O -3.195 1.090 1.436 -0.10 0.03 0.02
O 2.827 0.300 0.120 -0.11 -0.58 0.04
O 1.590 2.605 0.994 -0.33 0.34 0.51
O 3.468 -2.061 2.196 -0.01 0.20 -0.04
O -1.906 3.632 -0.078 -1.04 -0.43 1.80
O 2.556 -0.139 -3.675 0.11 -0.05 0.41
O 0.205 -0.329 5.024 -0.02 0.08 -0.16
```
Positions in Å, forces in eV/Å.

Output
**Gap between HOMO and LUMO**: 10.19 eV
**Max |F|**: 2.13 eV Å⁻¹
**Energy above the lowest of the compared OMol25 structures with the same formula, charge and spin**: 3.400 eV
**HOMO energy**: -10.60 eV

4.
This record from the Open Molecules 2025 dataset describes a structure of composition H28O14 in a non-equilibrium geometry. The level of theory is ωB97M-V/def2-TZVPD.

Geometry as XYZ:
```
42
Properties=species:S:1:pos:R:3:forces:R:3
O 2.453 0.192 -1.591 -0.74 0.59 0.28
H 2.350 1.220 -1.837 1.35 -4.08 -0.28
H 2.519 0.346 -0.642 0.25 -0.68 0.41
O -0.821 -1.795 2.171 -0.87 0.23 1.72
H 0.051 -2.026 2.359 2.50 -0.48 1.05
H -0.705 -1.025 1.658 -0.71 1.90 -0.50
O 0.199 -2.642 -0.632 3.49 -1.98 0.78
H 0.224 -3.424 0.000 -0.58 1.27 -0.89
H 1.108 -2.770 -1.105 -2.36 0.59 0.97
O 2.839 0.231 1.486 -1.14 -0.43 0.18
H 3.315 -0.587 1.279 -0.12 0.26 0.13
H 1.881 -0.039 1.575 1.19 0.20 -0.43
O 0.065 0.045 -3.168 3.12 0.68 -2.96
H 0.711 0.288 -4.038 -2.60 -1.21 3.83
H 0.679 -0.429 -2.534 -0.29 1.00 -0.96
O -1.250 -2.382 -2.713 0.24 1.60 -1.11
H -1.002 -1.547 -3.261 -0.44 -2.02 1.89
H -0.808 -2.378 -1.823 -0.62 0.29 -1.53
O -1.755 -3.854 2.058 -0.72 -2.21 -0.67
H -1.155 -3.048 1.941 -2.31 -1.04 -0.53
H -2.486 -3.946 1.407 1.15 0.41 0.65
O -1.359 1.308 1.712 -0.59 -5.12 1.16
H -0.509 1.621 1.992 -0.64 0.10 0.17
H -1.077 0.728 0.936 -1.83 1.09 2.38
O 0.080 -0.122 0.783 3.48 0.60 -4.32
H -0.041 -0.902 0.224 0.43 -0.40 -0.53
H 0.243 0.657 0.062 0.03 -1.81 1.97
O -2.574 -0.538 0.242 -1.87 -2.08 -1.87
H -2.929 -1.516 0.256 0.93 2.97 -0.27
H -2.910 -0.128 -0.620 0.59 -1.26 1.66
O 0.620 2.110 -0.294 -0.20 1.08 -0.94
H 0.909 2.632 0.456 0.24 -0.15 -0.01
H -0.049 2.694 -0.691 -0.63 -0.43 0.30
O -2.325 2.564 0.482 0.00 7.43 -3.82
H -2.986 2.398 -0.098 -3.68 0.35 -3.52
H -2.316 1.793 0.929 0.17 -3.32 3.21
O 2.526 2.454 -2.089 0.08 2.98 -0.80
H 1.597 2.383 -1.866 -0.83 0.82 0.54
H 2.513 2.904 -2.936 0.39 0.00 -0.41
O 0.343 2.191 2.736 5.03 4.74 -0.37
H 0.903 1.508 3.102 0.81 -0.07 0.20
H 0.935 2.838 2.109 -1.70 -2.42 3.26
```
Positions in Å, forces in eV/Å.

Output
**Gap between HOMO and LUMO**: 8.29 eV
**Max |F|**: 8.36 eV Å⁻¹
**Energy above the lowest of the compared OMol25 structures with the same formula, charge and spin**: 9.437 eV
**HOMO energy**: -8.85 eV

5.
This record from the Open Molecules 2025 dataset describes a cluster of 14 separate species, H28O14 in total in a non-equilibrium geometry. The level of theory is ωB97M-V/def2-TZVPD.

Geometry as XYZ:
```
42
Properties=species:S:1:pos:R:3:forces:R:3
H -0.882 0.340 -0.405 -0.25 0.63 0.56
H 0.265 -0.378 -0.874 0.53 1.19 0.22
H -6.043 1.398 -0.614 2.46 0.40 0.40
H -5.178 2.272 0.261 0.14 1.40 1.28
H 2.682 -3.495 -0.555 -3.07 0.82 -1.12
H 3.454 -4.574 0.185 -0.15 0.19 0.01
H 1.913 5.222 0.111 0.24 0.38 -0.12
H 0.616 5.068 0.964 1.03 -0.54 -0.81
H 3.741 1.252 -1.489 0.08 0.03 -0.29
H 4.562 0.678 -2.677 0.02 -1.76 -0.95
H -4.999 -2.389 -1.674 0.71 -1.40 2.69
H -3.731 -2.330 -0.878 1.48 0.03 -0.06
H 4.607 -0.131 2.654 1.09 -0.30 0.39
H 3.895 -0.555 1.339 0.51 -0.02 0.56
H 0.693 -1.395 3.431 0.49 -0.34 0.43
H 1.355 -0.955 2.077 -0.39 0.07 0.62
H -3.540 -0.548 -0.981 -0.04 0.54 -0.09
H -4.447 -0.925 -2.125 1.65 1.26 0.01
H -3.859 -3.352 2.318 0.92 0.45 0.65
H -3.554 -1.952 2.171 -0.75 2.92 -1.50
H -2.634 1.884 -1.111 0.41 2.11 -0.23
H -1.941 3.011 -1.877 2.34 0.58 -3.82
H -0.568 1.603 2.175 0.86 -0.08 -1.52
H 0.290 2.140 0.956 -0.18 -0.13 0.04
H 2.818 -3.599 -2.954 -0.09 2.14 0.48
H 3.979 -2.851 -2.510 0.93 0.43 0.50
H 2.422 1.506 1.497 0.31 -0.66 -0.86
H 2.807 0.550 0.322 0.57 -2.14 0.00
O 0.070 0.449 -0.335 0.58 -5.03 -6.11
O -5.069 1.615 -0.391 -2.59 -1.88 -1.63
O 3.511 -3.725 -0.265 3.39 -1.11 1.43
O 1.306 4.573 0.453 -1.34 0.12 0.98
O 4.414 1.432 -2.160 -0.15 1.87 1.25
O -4.604 -2.653 -0.757 -2.57 0.02 -2.20
O 3.803 -0.069 2.171 -1.06 -0.34 -0.32
O 0.525 -1.011 2.580 -0.17 0.15 -0.83
O -3.528 -0.577 -1.948 -1.15 -0.43 -0.27
O -3.238 -2.658 2.653 -0.21 -3.39 0.81
O -2.388 2.861 -1.119 -2.84 -2.54 4.01
O -0.184 1.353 1.270 -1.84 3.43 6.53
O 3.058 -2.659 -2.651 -1.00 -2.39 -1.25
O 2.486 1.382 0.532 -0.90 3.34 0.14
```
Positions in Å, forces in eV/Å.

Output
**Gap between HOMO and LUMO**: 9.02 eV
**Max |F|**: 7.94 eV Å⁻¹
**Energy above the lowest of the compared OMol25 structures with the same formula, charge and spin**: 6.682 eV
**HOMO energy**: -8.97 eV

6.
This record from the Open Molecules 2025 dataset describes a cluster of 14 separate species, H28O14 in total. The level of theory is ωB97M-V/def2-TZVPD.

Geometry as XYZ:
```
42
Properties=species:S:1:pos:R:3:forces:R:3
H 0.166 -1.347 -0.118 -0.07 0.09 0.52
H 0.562 0.118 -0.032 -0.36 -0.19 -0.18
H 2.984 -2.433 2.877 0.03 0.03 0.08
H 2.179 -1.167 3.120 0.09 -0.05 0.07
H -4.180 -1.119 2.734 0.05 -0.06 0.08
H -2.684 -1.129 3.004 -0.04 -0.23 -0.06
H 3.235 1.399 -0.026 0.12 -0.06 -0.09
H 2.019 0.607 0.425 0.48 0.13 0.24
H 1.477 5.083 -0.596 -0.05 0.15 0.04
H 0.781 4.289 0.498 -0.07 0.18 0.25
H 2.584 -1.851 -1.620 -0.04 0.17 -0.40
H 1.152 -2.183 -1.233 0.25 -0.26 -0.15
H -1.920 -2.092 -2.475 -0.08 -0.02 0.00
H -0.431 -2.306 -2.697 -0.09 -0.09 -0.22
H 3.693 -2.349 -0.570 0.44 -0.29 0.44
H 5.137 -2.225 -0.112 0.05 0.06 -0.19
H -1.109 2.041 -3.467 -0.13 -0.06 -0.09
H -1.397 0.588 -3.125 -0.13 0.07 0.02
H 1.659 2.975 2.957 0.01 0.08 0.08
H 0.975 3.814 4.024 -0.06 0.06 -0.09
H -3.224 -3.826 1.932 0.05 0.23 0.16
H -2.320 -3.814 0.711 0.03 -0.02 0.02
H -5.366 0.212 -0.821 -0.04 0.18 -0.05
H -4.152 0.450 0.062 0.26 0.15 -0.17
H -1.681 1.594 0.607 -0.03 -0.08 0.00
H -2.622 2.112 -0.468 -0.14 -0.08 -0.22
H 1.059 0.800 -2.366 -0.05 -0.01 -0.01
H 1.513 2.103 -3.004 0.07 -0.05 -0.08
O -0.204 -0.457 -0.143 0.25 -0.22 -0.22
O 2.933 -1.664 3.455 -0.12 -0.01 -0.15
O -3.508 -1.550 3.274 -0.21 0.39 0.22
O 2.968 0.524 0.277 -0.28 0.05 0.02
O 0.917 5.190 0.181 0.12 -0.24 -0.25
O 2.061 -2.473 -1.102 -0.87 0.15 -0.15
O -1.291 -2.704 -2.874 0.11 0.17 0.22
O 4.599 -2.374 -0.898 0.39 0.08 0.25
O -1.823 1.449 -3.205 0.21 0.06 -0.10
O 0.968 3.636 3.077 0.09 -0.25 -0.04
O -2.533 -3.309 1.503 0.13 -0.30 -0.46
O -4.748 0.900 -0.547 -0.41 -0.32 0.10
O -2.115 1.333 -0.213 0.17 0.35 0.41
O 1.688 1.155 -3.005 -0.13 0.07 0.16
```
Positions in Å, forces in eV/Å.

Output
**Gap between HOMO and LUMO**: 10.44 eV
**Max |F|**: 0.89 eV Å⁻¹
**Energy above the lowest of the compared OMol25 structures with the same formula, charge and spin**: 3.766 eV
**HOMO energy**: -11.30 eV